Entry 1:
9
Properties=species:S:1:pos:R:3 method="wB97M-V/def2-TZVPD" homo_lumo_gap_ev=6.95 de_lowest_kj_mol=27.6 e_lumo_ev=3.123 total_charge=-1 homo_ev=-3.83 total_energy_ha=-1096.089520 max_force_ev_per_a=3.96
H 2.92131 -0.71086 -0.01208
N 2.20537 -0.04387 -0.07145
C 0.94335 -0.21262 0.00775
S 0.20515 -1.74184 0.23570
C 0.04027 0.97068 0.02419
O 0.51900 2.07245 0.15044
N -1.31655 0.79621 -0.03059
C -2.06244 -0.18510 -0.09930
S -3.45546 -0.94506 -0.20467

=====

Entry 2:
8
Properties=species:S:1:pos:R:3 method="wB97M-V/def2-TZVPD" homo_lumo_gap_ev="7.46 / 7.46" de_lowest_kj_mol=91.2 e_lumo_ev="-2.299 / -2.298" total_charge=0 homo_ev="-9.76 / -9.76" total_energy_ha=-963.895488 smiles="N#CC=P(=S)C#N" max_force_ev_per_a=5.31
N -0.06794 2.68660 -0.51606
C 0.46097 1.75278 -0.11989
C 1.01790 0.49375 0.09227
P 0.15724 -1.00021 0.18834
S 0.67570 -2.80142 0.75377
C -1.56828 -0.78008 -0.08023
N -2.67329 -0.71244 -0.36616
H 1.99769 0.36102 0.04795

=====

Entry 3:
15
Properties=species:S:1:pos:R:3 method="wB97M-V/def2-TZVPD" homo_lumo_gap_ev=8.74 de_lowest_kj_mol=0.0 e_lumo_ev=3.064 total_charge=-1 homo_ev=-5.68 total_energy_ha=-1183.523078 max_force_ev_per_a=2.65
C 3.94033 -0.89253 -0.80916
C -0.09442 -2.95459 -1.59884
C 1.71931 -0.43932 2.37937
N 4.75715 -1.66304 -0.48617
N -1.01209 -0.21148 0.15591
N 1.78202 -0.04657 1.25510
N -1.54629 -1.27029 0.65201
O 0.64672 -3.80824 -1.43277
O -2.77531 -1.43850 0.76709
O -0.89107 -2.14710 -1.84123
O 1.86577 -0.53292 3.51361
O -0.78435 -2.12199 1.09772
O 2.99608 -0.06737 -1.04258
S 1.31583 -0.30002 -0.35814
H -1.66357 0.57056 0.07761

=====

Entry 4:
7
Properties=species:S:1:pos:R:3 method="wB97M-V/def2-TZVPD" homo_lumo_gap_ev=9.66 de_lowest_kj_mol=16.8 e_lumo_ev=-1.344 total_charge=0 homo_ev=-11.01 total_energy_ha=-320.092874 smiles="N#CC(=O)C=O" max_force_ev_per_a=1.13
N -1.38895 1.54500 1.53902
C -0.94026 0.67950 0.91654
C -0.32388 -0.43885 0.17589
O -0.76927 -1.55590 0.22501
C 0.88082 -0.11619 -0.71873
O 0.72209 0.51533 -1.72825
H 1.85501 -0.54921 -0.42714

=====

Entry 5:
7
Properties=species:S:1:pos:R:3 method="wB97M-V/def2-TZVPD" homo_lumo_gap_ev=9.31 de_lowest_kj_mol=154.4 e_lumo_ev=-0.443 total_charge=0 homo_ev=-9.76 total_energy_ha=-320.040475 max_force_ev_per_a=3.15
C -0.21750 -0.08015 0.12491
C -1.83831 0.90716 -0.24476
C -2.32521 -0.63624 0.00343
N -1.00204 -0.99929 0.45732
O -2.26621 1.92398 0.18202
O -3.33209 -1.21486 -0.15085
H 0.89427 0.12632 -0.11499

=====

Entry 6:
8
Properties=species:S:1:pos:R:3 method="wB97M-V/def2-TZVPD" homo_lumo_gap_ev=7.73 de_lowest_kj_mol=4.2 e_lumo_ev=-1.960 total_charge=0 homo_ev=-9.69 total_energy_ha=-718.317291 smiles="O=C1OC=NC1=S" max_force_ev_per_a=1.80
O -1.51585 -0.94868 -1.34270
C -0.67226 -0.49053 -0.65378
O 0.62836 -0.98794 -0.58450
C 1.25626 -0.18109 0.32404
N 0.63338 0.76616 0.85200
C -0.66515 0.69455 0.32052
S -1.91903 1.65266 0.61070
H 2.25428 -0.50513 0.47371

=====

Entry 7:
9
Properties=species:S:1:pos:R:3 method="wB97M-V/def2-TZVPD" homo_lumo_gap_ev=4.72 de_lowest_kj_mol=234.7 e_lumo_ev=5.611 total_charge=-2 homo_ev=0.89 total_energy_ha=-1116.430800 max_force_ev_per_a=4.14
C -0.56352 0.69799 -0.92162
C 1.29665 -1.26209 -0.38638
C 1.52237 -3.21986 1.46936
N 1.30219 -2.03076 0.54318
O 1.18857 -4.27684 0.97012
O 1.84543 -2.98690 2.64113
S -2.16554 0.45765 -1.39021
S 1.89061 -0.47267 -1.64911
H -0.18570 -0.19800 -0.21089

=====

Entry 8:
8
Properties=species:S:1:pos:R:3 method="wB97M-V/def2-TZVPD" homo_lumo_gap_ev="7.16 / 7.22" de_lowest_kj_mol=238.4 e_lumo_ev="-1.499 / -1.172" total_charge=0 homo_ev="-8.66 / -8.39" total_energy_ha=-1041.181132 max_force_ev_per_a=3.07
C 0.47788 -0.38608 0.17584
C -0.43223 -1.07213 2.40343
C -0.76430 -2.20560 -1.33084
N -0.24489 -0.60289 1.29658
O -1.74433 -2.05918 -0.74756
S -0.55677 -1.73451 3.86398
S 0.86606 -1.67055 -0.82862
H 0.52429 0.62746 -0.05838